ORCA calculation (ωB97M-V with the def2-TZVPD basis set) on one molecule with the formula C3H4N2OS.

Computed properties:
- HOMO (eV) = -8.8
- relative energy (zero: lowest compared OMol25 entry of this formula, charge and spin) (kcal per mole) = 23.4
- SMILES string = O=CN/C=N/C=S
- 2S+1 = 1
- charge = 0
- HOMO-LUMO gap (eV) = 8.0

Each line ends with the Mulliken charge.
Cartesian coordinates (Å):
S 0.299 2.896 -2.615  -0.25
O 0.696 -2.159 1.464  -0.49
N -0.342 1.097 -0.769  -0.45
N -0.751 -0.519 0.814  -0.09
C 0.069 0.073 -0.103  0.13
C -0.384 -1.640 1.559  0.10
C 0.579 1.629 -1.671  -0.01
H -1.654 -0.115 0.928  0.23
H 1.091 -0.427 -0.180  0.24
H 1.529 1.129 -1.705  0.23
H -1.132 -1.965 2.278  0.36